The following is a quantum chemistry calculation of a structure of composition C19H40NO11V, from the Open Molecules 2025 dataset.

XYZ file:
```
72
Properties=species:S:1:pos:R:3:forces:R:3:mulliken_charge:R:1
V -2.136577 -2.044437 2.523613 2.0952 -0.9166 1.1967 0.791
C 1.810067 -0.478682 2.944252 -0.7639 -0.1798 0.1862 -1.462
C 0.361270 -0.970606 2.751378 -0.1167 0.9287 -1.4794 1.169
O -0.553233 -0.409588 2.102074 -0.5447 2.7160 -1.4716 -0.366
O 0.002134 -2.064285 3.158356 -0.1669 -3.5242 2.2762 -0.612
H 2.479179 -0.897129 2.192744 -0.2515 -0.2833 -0.0598 0.314
H 2.118259 -0.862004 3.916225 0.1506 0.1268 -0.0280 0.389
H 1.949019 0.600108 2.891255 -0.3922 0.0073 0.0959 0.307
C -1.674239 -4.835552 -0.336647 -0.3286 0.0596 -1.2579 -1.301
C -1.795251 -3.758823 0.694716 0.1745 -0.3140 1.7150 1.323
O -2.084692 -2.550877 0.472616 -0.2067 0.5037 -0.6499 -0.649
O -1.618343 -4.042771 1.922163 -0.2732 0.1759 -0.0392 -0.608
H -1.551373 -5.849062 0.037728 0.2530 0.3132 0.4396 0.340
H -0.897819 -4.602023 -1.066925 0.3604 0.0540 0.3391 0.308
H -2.543988 -4.871975 -0.996549 -0.3358 0.2669 0.2896 0.338
C -2.044925 -1.880441 6.630328 -0.2914 0.1537 -0.2369 -1.290
C -2.390352 -1.995453 5.185597 0.4120 -1.2273 -2.6210 1.149
O -2.582541 -1.010260 4.427780 0.0607 2.3793 -0.0759 -0.630
O -2.402358 -3.073260 4.525809 0.1477 -1.3932 0.7385 -0.630
H -1.594192 -2.797723 7.001922 -0.1484 0.0386 -0.0325 0.323
H -2.970289 -1.643510 7.156189 0.1371 0.0027 0.2743 0.330
H -1.353952 -1.042833 6.715619 -0.0629 -0.0128 0.1889 0.307
C -3.431695 3.357003 -0.677393 0.1114 -0.2192 0.8878 -0.668
C -1.997648 2.986970 -0.357836 0.7570 -0.8934 0.0287 0.087
O -1.972263 1.802846 0.441785 -0.6275 0.2186 0.4588 -0.423
O -4.175355 3.973193 0.402361 0.6613 0.3150 -0.8705 -0.534
H -3.978665 2.450163 -0.939805 0.1911 -0.1108 -0.4198 0.286
H -3.362013 4.018081 -1.540042 -0.5926 0.3078 0.2200 0.367
H -1.396145 3.775374 0.099962 -0.4797 0.3189 0.2933 0.376
H -1.422235 2.711185 -1.246286 -0.4590 0.3304 -0.5886 -0.037
H -1.066202 1.593482 0.689289 -0.0153 -0.3090 0.2705 0.061
H -4.201870 3.386295 1.162591 0.2091 -0.1855 -0.0843 0.312
C -5.223326 -1.711565 2.587373 0.2856 0.6646 -0.4755 -0.715
C -4.815813 -0.640044 1.568001 0.0630 0.3360 1.0290 -0.374
O -3.422555 -0.304016 1.775217 -1.3369 -0.6620 -0.0394 -0.035
O -4.292940 -2.777720 2.383696 0.1775 0.3749 -0.2342 -0.331
H -6.272080 -1.963349 2.426870 0.1105 -0.4250 -0.2047 0.487
H -5.136197 -1.346125 3.610966 0.2259 0.0541 -0.0153 0.222
H -5.391641 0.265847 1.766138 -0.2411 -0.0401 -0.0766 0.455
H -5.029325 -0.989227 0.557356 0.3150 -0.0611 -0.0903 0.312
H -3.244692 0.518463 1.300539 0.8080 0.0722 -0.1216 0.144
H -4.638405 -3.672520 2.407959 -0.0509 0.0562 0.2609 0.235
C 3.095170 2.300053 -0.874036 -0.8632 -0.5309 0.2679 -1.641
C 2.392654 1.102373 -1.642426 0.6065 1.4544 -0.9244 2.130
C 1.441709 1.726114 -2.678930 -0.0205 0.5274 -0.8213 -1.259
C 2.154228 2.301066 -3.904777 -0.5994 0.2478 0.6859 -0.802
C 3.022894 1.299336 -4.554526 -0.8270 -0.2779 -1.6173 -1.424
C 4.026875 0.633748 -3.666623 -0.0035 1.2670 -0.6205 1.665
N 3.394309 0.291881 -2.377789 -0.8007 -1.0224 -0.8326 0.178
O 4.320695 -0.328906 -1.538634 0.1266 0.0645 0.2833 -0.448
C 4.562714 -0.542725 -4.422062 0.6627 -1.4181 0.2362 -1.911
C 5.194484 1.633503 -3.600809 0.1349 -0.1078 1.7168 -1.700
C 1.500420 0.265632 -0.731194 0.7017 -0.8381 1.0386 -1.710
H 4.131921 2.133569 -0.581798 -0.0750 -0.3384 0.0548 0.256
H 2.504850 2.457002 0.030330 0.2166 0.1726 0.1736 0.441
H 3.080016 3.245908 -1.415914 -0.0770 -0.1422 -0.2652 0.329
H 0.688226 1.023703 -3.039600 0.1126 -0.3338 0.2046 0.495
H 0.890636 2.548191 -2.217823 -0.0584 -0.1089 0.3185 0.349
H 2.740379 3.168774 -3.595986 -0.0694 0.2004 -0.1931 0.246
H 1.448335 2.569056 -4.692426 -0.2669 0.5767 0.3922 0.427
H 3.461681 1.812378 -5.413721 0.7446 -0.0977 0.1818 0.443
H 2.404234 0.585851 -5.108012 -0.2590 -0.4648 0.5694 0.429
H 5.355727 -1.033151 -3.853645 -0.2001 -0.2254 0.1879 0.358
H 3.800008 -1.278147 -4.679247 -0.0437 0.0177 0.0980 0.430
H 5.080967 -0.245114 -5.334518 -0.3240 0.3493 -0.1277 0.385
H 5.417316 2.060019 -4.575144 0.1134 -0.0849 0.1015 0.384
H 4.946810 2.413413 -2.877942 0.0732 0.3491 -0.2632 0.392
H 6.064699 1.122696 -3.182239 0.3055 0.1350 -0.2469 0.481
H 2.079532 -0.226658 0.052678 0.2471 -0.0910 -0.1449 0.216
H 0.942402 -0.529366 -1.225210 0.1747 0.1344 -0.3957 0.531
H 0.770357 0.820347 -0.140361 0.0371 0.5253 -0.3877 -0.104
H 5.031015 0.316306 -1.426601 0.2100 0.0429 0.3134 0.366
```
Forces are in eV/Å.

Output
**<S²>**: 2.0128
**HOMO energy (spin up / spin down)**: -8.3 / -8.3 eV
**Spin multiplicity**: 3
**LUMO (spin up / spin down)**: 0.306 / 0.318 eV

=====

The following is a quantum chemistry calculation of a cluster of 3 separate species, C19H40NO5 in total, from the Open Molecules 2025 dataset.

XYZ file:
```
65
Properties=species:S:1:pos:R:3:forces:R:3:mulliken_charge:R:1
C -3.239196 0.590926 -0.068440 0.0096 0.0682 0.1563 -0.840
O -2.443963 -0.375778 0.577206 0.0188 -0.1623 -0.0149 -0.276
C -1.622231 0.048197 1.667240 -0.2445 -0.0181 -0.1139 -0.553
C -0.168538 -0.311160 1.415958 0.0976 0.1767 0.0878 -0.771
C 0.385422 0.103069 0.043742 0.0781 -0.0754 0.0171 0.159
C 0.072251 1.539415 -0.419611 0.0070 0.0643 -0.0362 -0.653
C 1.339492 2.373663 -0.634733 0.0909 0.0121 -0.0121 -0.032
C 1.111546 3.881769 -0.728220 0.0206 0.1683 0.0588 -1.190
C 0.816773 4.618334 0.596540 -0.0672 -0.1033 -0.1109 -0.678
C 1.751917 4.224747 1.744205 0.1781 0.0528 0.2681 -1.137
C 1.281330 3.045968 2.600183 -0.0877 0.2559 -0.0797 0.551
C 2.430175 2.395260 3.428861 -0.3340 -0.0287 0.1344 -0.743
N 3.640815 2.119735 2.719083 -0.0456 -0.1885 -0.1201 -0.962
H -2.981611 0.639004 -1.131876 -0.0068 -0.0087 0.0760 0.269
H -4.299742 0.324695 0.030592 0.0763 0.0583 -0.0297 0.252
H -3.084103 1.582768 0.369981 -0.0653 -0.0337 -0.0970 0.385
H -1.984521 -0.451809 2.575727 0.0692 0.0492 -0.0465 0.401
H -1.760549 1.124112 1.823885 0.1516 -0.0507 -0.0314 0.308
H -0.046153 -1.394842 1.529484 -0.0111 0.0661 -0.0230 0.423
H 0.422854 0.154302 2.215189 -0.0589 -0.0603 -0.0514 0.124
H 0.066129 -0.623449 -0.707538 -0.0498 0.1244 0.0583 0.539
H 1.473589 0.001557 0.095016 -0.1827 -0.0497 0.0049 -0.323
H -0.488755 1.521027 -1.362857 -0.0248 -0.0245 0.1132 0.344
H -0.575245 2.043278 0.304927 0.0812 0.0406 -0.0223 0.114
H 2.058648 2.167696 0.167739 -0.0453 0.0411 -0.0524 0.003
H 1.819181 2.045541 -1.567439 -0.0452 -0.0813 0.0868 0.462
H 0.312391 4.089787 -1.455967 0.0538 0.0008 0.0624 0.334
H 2.021579 4.339641 -1.137526 -0.0471 -0.1028 -0.0023 0.446
H -0.231573 4.478811 0.901352 0.1080 -0.0654 -0.0399 0.308
H 0.922231 5.689954 0.381831 -0.0634 -0.0590 0.0543 0.367
H 1.898255 5.081765 2.417900 -0.0417 -0.0279 -0.1030 0.497
H 2.754433 3.965500 1.376733 -0.1229 -0.0062 -0.0220 0.423
H 0.468864 3.398306 3.263619 0.0668 -0.1360 -0.0163 0.459
H 0.843014 2.273450 1.962111 0.0461 0.0405 -0.0310 -0.821
H 1.935467 1.503511 3.891926 0.1693 0.0857 0.0559 0.351
H 2.607381 3.080206 4.287819 0.1009 -0.0030 -0.1550 0.412
H 3.548813 1.170586 2.347379 0.0490 -0.0072 0.0005 0.030
O -7.766818 -3.566920 -0.812066 -0.0300 -0.0141 -0.0238 -0.578
C -6.623655 -3.937587 -0.816323 0.0595 0.0636 0.0732 0.749
O -5.895729 -3.794267 0.306737 0.0062 -0.0778 -0.0739 -0.371
C -4.553956 -4.304426 0.429145 -0.0500 0.0071 0.0352 -0.534
C -3.519031 -3.399388 -0.196534 -0.0414 0.0303 -0.0496 -0.741
C -5.984827 -4.509114 -2.062242 -0.0287 0.0727 0.0033 -0.923
H -4.510613 -5.320224 0.032061 0.0005 -0.0113 0.0067 0.372
H -4.408455 -4.371504 1.505999 0.0371 0.0097 -0.0116 0.321
H -3.658382 -3.317449 -1.275062 0.0298 -0.0019 0.0042 0.244
H -2.520786 -3.802892 -0.019682 0.0016 0.0029 0.0105 0.369
H -3.549224 -2.398804 0.231946 0.0172 -0.0213 0.0155 0.216
H -5.645185 -3.668787 -2.669949 0.0068 -0.0114 0.0062 0.245
H -6.759957 -5.030174 -2.617014 0.0153 -0.0208 -0.0067 0.310
H -5.135640 -5.161203 -1.887226 -0.0099 -0.0428 0.0064 0.319
O 1.576253 -1.308704 -2.831641 -0.0779 -0.2123 -0.3403 -0.548
C 2.714817 -1.474873 -2.489574 0.0850 0.3656 0.4866 0.935
O 3.002684 -1.312266 -1.182934 0.0399 -0.2875 -0.2564 -0.299
C 4.324332 -1.383898 -0.633660 0.0653 0.0880 0.0256 -0.492
C 5.055017 -0.066499 -0.775157 -0.0501 -0.0055 0.0021 -0.923
C 3.819274 -1.786142 -3.472333 -0.0614 0.0685 -0.0269 -1.226
H 4.882055 -2.213807 -1.070633 -0.0227 -0.0386 -0.0156 0.395
H 4.155075 -1.615774 0.416529 0.0357 0.0359 0.0082 0.359
H 5.219370 0.188673 -1.823514 0.0034 -0.0194 -0.0248 0.276
H 6.026114 -0.127181 -0.281845 -0.0225 0.0277 0.0261 0.378
H 4.478980 0.730526 -0.305176 0.0321 0.0492 0.0728 0.191
H 4.151962 -0.838331 -3.898865 0.0196 -0.0108 0.0121 0.275
H 3.387720 -2.378965 -4.274028 0.0175 -0.0155 -0.0061 0.360
H 4.682232 -2.289561 -3.048977 -0.0067 -0.0422 0.0176 0.340
```
Forces are in eV/Å.

Output
**HOMO energy**: -1.7 eV
**Energy relative to the best compared isomer or geometry (same formula, charge and spin)**: 0.0 kcal per mole
**LUMO**: 2.336 eV
**Charge**: -1

=====

| no. | total energy (eV) |
| --- | --- |
| 1 | -70052.769 |
| 2 | -32077.943 |